[1]
{"formula": "C18H18CrN6O2S3", "method": "ωB97M-V/def2-TZVPD", "homo_energy_ev": [-7.30, -7.73], "e_above_lowest_kj_mol": 9.70, "charge": 0, "multiplicity": 5, "lumo_ev": [-0.4026, -0.6132], "s2": 6.02, "fmax_ev_per_a": 0.37, "symbols": ["Cr", "C", "C", "N", "N", "C", "N", "S", "C", "C", "C", "C", "C", "N", "H", "H", "H", "H", "H", "H", "H", "H", "H", "O", "C", "C", "C", "C", "C", "C", "C", "O", "N", "N", "C", "S", "C", "C", "S", "H", "H", "H", "H", "H", "H", "H", "H", "H"], "coordinates": [[-1.365, -0.280, 0.369], [-3.795, -0.129, -3.252], [-2.801, -0.003, -2.146], [-2.865, -0.638, -1.021], [-3.912, -1.481, -0.820], [-3.869, -2.056, 0.366], [-4.873, -2.915, 0.633], [-2.686, -1.835, 1.607], [-1.633, 0.891, -2.292], [-1.384, 1.629, -3.446], [-0.256, 2.428, -3.500], [0.600, 2.471, -2.411], [0.290, 1.713, -1.295], [-0.798, 0.949, -1.235], [-4.578, -0.822, -2.963], [-3.313, -0.492, -4.162], [-4.240, 0.842, -3.480], [-5.575, -3.089, -0.063], [-4.893, -3.394, 1.512], [-2.067, 1.572, -4.280], [-0.046, 3.011, -4.387], [1.493, 3.079, -2.413], [0.930, 1.709, -0.423], [3.755, 0.527, 2.496], [2.995, 1.493, 3.038], [3.632, 2.421, 3.865], [2.914, 3.440, 4.456], [1.545, 3.565, 4.238], [0.913, 2.653, 3.417], [1.614, 1.612, 2.804], [0.865, 0.681, 1.925], [-0.380, 0.883, 1.730], [1.556, -0.305, 1.371], [0.746, -1.071, 0.562], [1.294, -2.060, -0.018], [3.008, -2.438, 0.105], [2.878, -4.006, -0.801], [1.782, -3.860, -1.840], [0.335, -3.153, -1.003], [3.159, -0.047, 1.958], [4.695, 2.310, 4.029], [3.426, 4.147, 5.097], [0.984, 4.362, 4.706], [-0.150, 2.719, 3.227], [2.643, -4.806, -0.100], [3.845, -4.207, -1.260], [1.485, -4.822, -2.255], [2.095, -3.200, -2.649]], "forces_ev_per_angstrom": [[-0.12, 0.16, 0.01], [-0.04, 0.00, 0.01], [0.20, 0.11, 0.04], [-0.02, -0.03, -0.16], [0.09, 0.04, 0.02], [-0.01, -0.04, -0.01], [0.00, -0.01, 0.01], [0.06, -0.01, 0.18], [-0.04, -0.07, 0.00], [-0.06, -0.12, 0.15], [0.05, 0.02, 0.03], [0.01, 0.02, -0.01], [-0.01, 0.03, -0.08], [-0.05, 0.08, -0.16], [0.01, 0.01, -0.01], [0.01, -0.02, 0.00], [-0.01, 0.00, 0.00], [-0.01, 0.01, -0.02], [-0.02, 0.00, 0.00], [0.00, 0.01, -0.02], [0.01, 0.00, 0.00], [0.00, 0.00, -0.01], [-0.02, 0.00, 0.03], [0.02, 0.03, 0.04], [0.07, 0.00, -0.01], [-0.03, -0.01, 0.00], [0.04, 0.01, 0.02], [-0.02, -0.02, -0.02], [-0.04, 0.03, 0.00], [-0.06, -0.06, -0.04], [0.09, 0.00, 0.10], [0.04, -0.06, 0.02], [-0.05, 0.17, 0.05], [-0.16, -0.25, -0.21], [0.15, -0.03, 0.06], [-0.02, 0.01, 0.00], [-0.06, 0.01, 0.04], [-0.05, 0.06, 0.00], [0.02, -0.03, -0.04], [-0.03, -0.01, -0.01], [0.01, -0.01, 0.00], [0.00, 0.00, 0.00], [-0.01, 0.00, 0.00], [0.00, 0.00, 0.00], [0.01, 0.00, -0.01], [0.01, 0.01, -0.01], [0.01, -0.01, 0.01], [0.00, -0.01, 0.00]]}


[2]
{"formula": "C17H20CoN5O7P2S", "method": "ωB97M-V/def2-TZVPD", "homo_energy_ev": [-11.09, -11.09], "e_above_lowest_kj_mol": 98.86, "charge": 1, "multiplicity": 2, "lumo_ev": [-2.7327, -2.5571], "s2": 0.76, "fmax_ev_per_a": 2.06, "symbols": ["Co", "C", "C", "O", "P", "O", "O", "O", "P", "O", "O", "O", "H", "H", "H", "H", "H", "H", "H", "N", "C", "C", "C", "C", "C", "C", "N", "C", "C", "C", "S", "C", "N", "H", "H", "H", "H", "H", "H", "H", "N", "C", "C", "C", "N", "C", "C", "H", "H", "H", "H", "H", "H"], "coordinates": [[0.129, -0.690, 0.117], [-4.210, 1.139, -0.520], [-3.231, 0.942, 0.620], [-3.807, 1.243, 1.872], [-2.797, -0.827, 0.822], [-4.178, -1.617, 0.779], [-2.321, -1.008, 2.307], [-1.837, -1.433, -0.141], [-1.634, 1.879, 0.377], [-1.886, 3.080, 1.425], [-1.441, 2.437, -0.978], [-0.528, 0.997, 0.950], [-5.178, 0.725, -0.237], [-3.852, 0.626, -1.410], [-4.325, 2.199, -0.752], [-3.957, 2.199, 1.916], [-4.347, -2.096, -0.033], [-2.771, -0.407, 2.908], [-1.507, 3.876, 1.050], [3.691, 0.346, -1.665], [4.377, -0.525, -0.854], [5.725, -0.834, -0.762], [6.076, -1.821, 0.135], [5.117, -2.479, 0.911], [3.775, -2.170, 0.827], [3.396, -1.182, -0.078], [2.158, -0.707, -0.442], [2.373, 0.190, -1.396], [1.261, 0.744, -2.121], [1.198, 1.741, -3.056], [-0.387, 1.866, -3.682], [-0.873, 0.595, -2.643], [0.064, 0.111, -1.897], [4.107, 0.960, -2.348], [6.456, -0.330, -1.374], [7.113, -2.094, 0.234], [5.439, -3.257, 1.586], [3.033, -2.686, 1.415], [1.970, 2.402, -3.391], [-1.880, 0.230, -2.640], [0.405, -4.130, 5.287], [0.434, -3.383, 4.170], [0.149, -3.936, 2.909], [0.194, -3.138, 1.792], [0.506, -1.838, 1.826], [0.790, -1.305, 3.018], [0.768, -2.019, 4.192], [0.123, -5.092, 5.249], [0.581, -3.725, 6.187], [-0.099, -4.982, 2.820], [-0.013, -3.554, 0.816], [1.049, -0.257, 3.027], [1.005, -1.540, 5.129]], "forces_ev_per_angstrom": [[0.96, -1.53, -0.99], [-0.11, -0.06, -0.02], [0.51, -0.31, -0.32], [-0.33, 0.24, 0.46], [-0.68, -0.43, 0.35], [0.07, 0.30, 0.20], [0.03, -0.15, -0.11], [0.70, 0.42, -0.10], [0.87, 0.12, 0.71], [-0.22, -0.38, 0.13], [-0.45, 0.07, -0.14], [-0.44, 0.26, 0.07], [0.03, -0.01, -0.03], [-0.04, 0.08, -0.20], [0.05, -0.04, -0.03], [0.15, -0.10, 0.14], [-0.03, -0.16, -0.27], [-0.14, 0.34, 0.28], [0.05, 0.45, -0.09], [-0.37, 0.18, -0.09], [-0.14, -0.59, 0.59], [-0.05, 0.06, 0.03], [0.02, 0.11, -0.10], [-0.13, -0.05, 0.12], [-0.04, 0.02, -0.08], [0.80, 0.10, -0.08], [-0.87, 0.80, -0.24], [0.35, -0.39, 0.25], [-0.26, 0.90, -0.81], [-0.09, -0.43, 0.35], [0.16, -0.52, 0.20], [-0.02, 0.27, -0.58], [0.10, -0.36, 1.24], [-0.18, -0.07, 0.00], [0.15, 0.04, -0.05], [0.14, -0.06, 0.02], [0.02, -0.04, 0.07], [-0.02, -0.07, 0.09], [0.24, 0.10, -0.08], [-0.26, -0.05, 0.10], [-0.02, -0.11, 0.16], [0.02, 0.23, -0.41], [0.07, 0.04, -0.01], [0.00, -0.19, 0.06], [-0.51, 0.84, -0.88], [0.05, 0.12, 0.23], [0.02, -0.13, -0.08], [0.00, -0.02, 0.05], [-0.01, -0.01, 0.02], [-0.03, -0.08, -0.08], [-0.12, -0.04, -0.06], [-0.08, 0.14, -0.06], [0.05, 0.14, 0.04]]}


[3]
{"formula": "C3H6N", "method": "ωB97M-V/def2-TZVPD", "homo_energy_ev": -15.63, "e_above_lowest_kj_mol": 426.65, "charge": 1, "multiplicity": 1, "lumo_ev": -7.5548, "smiles": "C=C[NH+]=C", "fmax_ev_per_a": 4.79, "symbols": ["C", "C", "C", "N", "H", "H", "H", "H", "H", "H"], "coordinates": [[0.782, -0.394, 0.248], [0.794, 0.578, 1.177], [-1.194, -0.142, -0.698], [0.124, -0.029, -0.996], [0.867, -1.455, 0.457], [-0.058, 1.255, 1.169], [0.971, 0.327, 2.224], [-1.340, -1.198, -0.936], [-1.706, 0.797, -0.910], [0.759, 0.262, -1.734]], "forces_ev_per_angstrom": [[-1.11, -1.02, 0.77], [-2.88, -1.75, 1.22], [3.15, 1.41, -3.33], [0.92, -0.23, 0.56], [1.29, -0.01, -0.25], [1.07, 1.26, -0.82], [1.25, 0.06, -0.37], [-1.56, -0.37, 2.35], [-1.22, -0.72, -0.07], [-0.91, 1.37, -0.08]]}